1.
Below is a cluster of 3 separate species, C26H62BN4O4 in total, with properties calculated with ωB97M-V/def2-TZVPD.

```
97
Properties=species:S:1:pos:R:3
C 5.480 -1.496 -0.253
C 4.597 -0.407 -1.164
C 5.235 1.071 -0.850
C 4.428 2.333 -1.516
C 2.865 2.489 -1.031
C 2.091 3.392 -2.173
C 0.911 4.381 -1.537
C -0.485 3.519 -1.560
C -1.806 4.387 -1.014
C -2.567 3.359 0.053
C -4.050 3.838 0.512
C -5.321 3.288 -0.323
C -5.053 2.098 -1.413
N -5.333 0.700 -0.866
C -4.332 0.281 0.233
C -4.897 -1.069 1.045
N -5.670 -2.020 0.160
C -5.179 -1.870 -1.296
C -5.583 -0.362 -1.899
C -4.991 -0.111 -3.394
B -3.373 -0.284 -3.583
O -2.908 -0.717 -4.949
O -2.316 -0.024 -2.592
H 6.388 -1.942 -0.854
H 5.920 -1.012 0.727
H 4.821 -2.423 0.083
H 4.758 -0.763 -2.289
H 3.491 -0.527 -0.801
H 5.425 1.184 0.318
H 6.322 1.074 -1.343
H 4.564 2.254 -2.690
H 4.990 3.315 -1.176
H 2.418 1.387 -0.940
H 2.845 2.951 0.047
H 2.942 4.042 -2.699
H 1.621 2.636 -2.961
H 1.255 4.654 -0.451
H 0.817 5.334 -2.245
H -0.299 2.574 -0.855
H -0.753 3.086 -2.617
H -1.404 5.317 -0.399
H -2.475 4.688 -1.927
H -1.879 3.384 1.030
H -2.476 2.272 -0.368
H -4.069 5.030 0.443
H -4.186 3.561 1.661
H -5.771 4.206 -0.937
H -6.176 3.014 0.464
H -5.880 2.263 -2.259
H -4.023 2.178 -1.992
H -6.247 0.810 -0.326
H -4.269 1.118 1.082
H -3.241 0.151 -0.165
H -5.676 -0.632 1.836
H -4.037 -1.558 1.672
H -5.306 -2.985 0.422
H -4.026 -2.056 -1.254
H -5.703 -2.737 -1.926
H -6.770 -0.428 -2.028
H -5.337 0.912 -3.904
H -5.487 -0.950 -4.087
H -2.390 -1.572 -4.885
H -1.655 0.645 -2.972
C 0.873 -5.457 1.108
C 2.182 -6.208 1.334
C 3.426 -5.448 0.816
O 3.598 -5.504 -0.604
C 2.833 -4.549 -1.324
N 2.077 -7.545 0.731
H 0.543 -5.489 0.066
H 0.070 -5.903 1.708
H 0.965 -4.408 1.406
H 2.301 -6.329 2.417
H 4.315 -5.932 1.237
H 3.441 -4.411 1.169
H 2.731 -3.605 -0.780
H 1.851 -4.960 -1.563
H 3.344 -4.349 -2.270
H 2.918 -8.075 0.965
H 2.142 -7.426 -0.284
C 2.171 -0.531 4.703
C 3.266 0.475 4.360
C 2.740 1.916 4.165
O 2.091 2.140 2.909
C 0.730 1.741 2.875
N 3.995 0.002 3.173
H 1.557 -0.798 3.838
H 2.614 -1.463 5.077
H 1.510 -0.141 5.484
H 3.963 0.493 5.206
H 3.603 2.593 4.174
H 2.096 2.226 4.996
H 0.226 1.901 3.833
H 0.655 0.694 2.573
H 0.220 2.339 2.114
H 4.782 0.629 3.003
H 3.387 0.155 2.363
```

Properties
* net charge: +1
* 2S+1: 1
* LUMO: -0.097 Eh
* HOMO level: -0.391 Eh

2.
Below is a structure of composition C26H65GaNO12S, with properties calculated with ωB97M-V/def2-TZVPD.

```
106
Properties=species:S:1:pos:R:3
C -1.376 -2.377 -3.897
Ga -2.631 -4.060 -3.912
N -4.221 -3.505 -2.872
C -4.667 -2.403 -3.565
S -5.249 -1.105 -4.538
H -2.022 -1.492 -4.308
H -0.383 -2.535 -4.496
H -1.198 -2.146 -2.739
H -3.135 -4.407 -5.391
H -1.956 -5.319 -3.154
C -6.573 0.484 -1.003
O -6.776 1.377 -2.093
C -7.912 1.012 -2.887
C -9.135 1.867 -2.537
O -9.584 1.613 -1.202
C -9.141 2.607 -0.284
H -5.887 0.960 -0.296
H -7.505 0.252 -0.479
H -6.115 -0.441 -1.367
H -8.134 -0.057 -2.781
H -7.643 1.195 -3.932
H -9.955 1.597 -3.208
H -8.921 2.936 -2.680
H -9.756 3.507 -0.392
H -8.087 2.864 -0.432
H -9.263 2.216 0.729
C -3.680 3.190 1.026
O -3.345 1.811 1.148
C -1.943 1.576 0.958
C -1.219 1.414 2.299
O -1.238 2.631 3.053
C -2.241 2.625 4.064
H -4.679 3.336 1.446
H -2.979 3.835 1.564
H -3.700 3.469 -0.032
H -1.492 2.376 0.359
H -1.851 0.643 0.394
H -0.170 1.176 2.103
H -1.649 0.588 2.881
H -1.901 2.024 4.914
H -3.194 2.232 3.696
H -2.395 3.653 4.398
C -1.216 -7.202 2.519
O -0.641 -6.097 1.828
C -0.019 -6.492 0.598
C -0.925 -6.201 -0.603
O -2.108 -7.006 -0.572
C -3.235 -6.294 -0.074
H -1.896 -6.811 3.280
H -1.782 -7.858 1.851
H -0.426 -7.774 3.015
H 0.269 -7.549 0.630
H 0.896 -5.899 0.500
H -0.386 -6.459 -1.518
H -1.182 -5.133 -0.653
H -3.626 -5.632 -0.854
H -2.990 -5.706 0.817
H -4.007 -7.019 0.193
C 3.284 3.102 3.522
O 3.859 4.206 2.831
C 4.481 3.812 1.602
C 3.575 4.103 0.400
O 2.392 3.297 0.432
C 1.265 4.010 0.930
H 2.604 3.492 4.283
H 2.718 2.445 2.854
H 4.074 2.529 4.018
H 4.769 2.754 1.633
H 5.396 4.404 1.503
H 4.114 3.844 -0.515
H 3.318 5.170 0.351
H 0.874 4.671 0.149
H 1.510 4.598 1.820
H 0.493 3.284 1.197
C 1.659 -3.435 -7.230
O 1.927 -3.743 -5.866
C 2.871 -4.813 -5.728
C 4.275 -4.280 -5.421
O 4.802 -3.532 -6.521
C 4.676 -2.126 -6.329
H 1.167 -2.460 -7.269
H 2.573 -3.387 -7.830
H 0.983 -4.186 -7.650
H 2.876 -5.446 -6.623
H 2.536 -5.426 -4.886
H 4.945 -5.130 -5.263
H 4.275 -3.676 -4.503
H 5.450 -1.780 -5.636
H 3.689 -1.851 -5.944
H 4.821 -1.635 -7.294
C 7.452 2.777 4.717
O 7.619 3.063 6.102
C 8.520 4.156 6.324
C 7.759 5.457 6.603
O 7.017 5.884 5.456
C 5.637 5.542 5.545
H 6.568 2.143 4.605
H 7.306 3.684 4.122
H 8.325 2.231 4.348
H 9.206 4.274 5.477
H 9.117 3.903 7.205
H 8.483 6.245 6.826
H 7.099 5.348 7.475
H 5.129 6.241 6.217
H 5.490 4.518 5.902
H 5.199 5.628 4.548
```

Properties
* net charge: -1
* 2S+1: 1
* LUMO: 0.074 Eh
* HOMO level: -0.177 Eh

3.
Below is a structure of composition C26H66F3KN9O7P3, with properties calculated with ωB97M-V/def2-TZVPD.

```
115
Properties=species:S:1:pos:R:3
K -4.247 -12.265 24.272
C -2.815 -14.686 21.459
O -3.684 -15.752 21.779
O -3.024 -13.635 22.288
C -1.373 -15.210 21.342
F -0.613 -14.248 20.780
F -0.837 -15.534 22.564
F -1.248 -16.332 20.587
C -5.071 -15.551 21.756
C -5.671 -16.948 21.888
H -6.764 -16.863 21.909
H -5.396 -17.603 21.067
H -5.383 -17.332 22.867
H -5.350 -15.146 20.773
H -5.411 -14.860 22.530
H -3.078 -14.360 20.432
O -5.093 -9.937 22.694
P -5.980 -9.571 21.564
N -5.219 -8.588 20.468
C -5.988 -7.772 19.517
C -3.867 -8.943 20.051
N -7.304 -8.700 22.065
C -8.520 -9.395 22.465
C -7.139 -7.363 22.636
N -6.525 -10.906 20.680
C -5.738 -12.123 20.576
C -7.566 -10.804 19.674
H -5.301 -7.097 19.014
H -6.745 -7.158 20.004
H -6.507 -8.443 18.829
H -3.896 -9.899 19.517
H -3.207 -8.976 20.915
H -3.484 -8.187 19.367
H -8.517 -9.567 23.548
H -9.419 -8.841 22.191
H -8.557 -10.389 22.024
H -6.816 -7.381 23.678
H -6.526 -6.718 22.012
H -8.155 -6.958 22.617
H -5.048 -12.278 21.404
H -6.407 -12.989 20.472
H -5.200 -12.239 19.624
H -7.160 -10.883 18.662
H -8.163 -9.894 19.737
H -8.303 -11.605 19.809
O -6.863 -12.755 25.251
P -8.058 -13.650 25.211
N -7.669 -15.292 25.034
C -6.909 -15.822 26.168
C -8.587 -16.262 24.506
N -9.016 -13.414 23.853
C -8.440 -13.440 22.508
C -10.041 -12.374 24.014
N -9.065 -13.559 26.563
C -10.262 -14.345 26.700
C -8.595 -12.815 27.740
H -6.572 -16.821 25.878
H -7.525 -15.991 27.061
H -6.037 -15.198 26.351
H -9.291 -16.642 25.257
H -8.128 -17.091 23.960
H -9.219 -15.827 23.727
H -7.947 -12.504 22.225
H -7.700 -14.238 22.444
H -9.245 -13.622 21.794
H -9.609 -11.470 24.459
H -10.494 -12.110 23.059
H -10.843 -12.702 24.676
H -10.609 -14.697 25.727
H -10.172 -15.257 27.304
H -11.095 -13.791 27.142
H -9.467 -12.385 28.228
H -7.976 -12.009 27.343
H -7.941 -13.429 28.362
O -3.998 -13.481 26.778
P -3.305 -14.710 27.261
N -4.253 -15.684 28.249
C -5.161 -15.083 29.212
C -4.046 -17.107 28.464
N -1.957 -14.310 28.152
C -1.228 -13.060 27.960
C -1.382 -15.269 29.077
N -2.676 -15.713 26.058
C -3.569 -16.447 25.155
C -1.331 -15.438 25.496
H -5.207 -14.010 29.020
H -4.757 -15.228 30.218
H -6.158 -15.514 29.086
H -3.872 -17.353 29.515
H -3.173 -17.467 27.918
H -4.893 -17.711 28.127
H -1.904 -12.341 27.502
H -0.773 -12.755 28.901
H -0.408 -13.224 27.249
H -1.932 -15.392 30.013
H -1.424 -16.279 28.648
H -0.313 -15.107 29.198
H -4.339 -16.921 25.764
H -4.001 -15.803 24.384
H -2.978 -17.217 24.658
H -1.068 -16.394 25.035
H -0.637 -15.279 26.311
H -1.380 -14.755 24.647
O -5.089 -8.619 29.273
C -5.283 -8.843 28.110
O -4.435 -8.409 27.168
C -4.723 -8.991 25.898
C -6.203 -9.382 26.011
C -6.400 -9.679 27.536
H -4.119 -9.901 25.841
H -4.504 -8.476 24.965
H -6.495 -10.286 25.474
H -6.924 -8.601 25.771
H -6.263 -10.719 27.826
H -7.343 -9.300 27.920
```

Properties
* net charge: 0
* 2S+1: 1
* ΔE to the lowest compared entry with this formula, charge and spin: 24.63 kcal per mole
* LUMO: 0.009 Eh
* HOMO level: -0.263 Eh

4.
Below is a cluster of 8 separate species, C26H66N10O10 in total, with properties calculated with ωB97M-V/def2-TZVPD.

```
112
Properties=species:S:1:pos:R:3
C 0.662 -0.957 4.235
C 1.642 0.008 3.586
C 1.978 -0.540 2.116
C 2.730 0.395 1.174
C 1.910 1.739 1.126
C 1.713 2.465 2.558
N 1.117 1.397 3.476
O 0.663 1.896 4.720
C 3.058 3.085 3.020
C 0.733 3.673 2.284
C 2.940 0.103 4.425
H -0.183 -1.286 3.630
H 0.233 -0.594 5.169
H 1.161 -1.877 4.542
H 2.614 -1.416 2.244
H 1.039 -0.906 1.699
H 2.836 -0.088 0.203
H 3.735 0.609 1.537
H 0.939 1.687 0.634
H 2.535 2.393 0.518
H 3.848 2.339 2.937
H 3.267 4.036 2.530
H 2.893 3.352 4.063
H 1.167 4.270 1.482
H -0.215 3.254 1.946
H 0.613 4.446 3.043
H 2.939 -0.765 5.084
H 3.043 0.961 5.090
H 3.845 0.007 3.824
H 1.403 1.856 5.331
C 4.073 2.531 -1.834
C 3.816 1.850 -3.210
C 5.233 1.476 -3.788
C 5.300 0.526 -4.930
C 4.418 -0.747 -4.576
C 2.938 -0.374 -4.160
N 3.011 0.602 -3.069
O 1.707 0.772 -2.529
C 2.121 -0.022 -5.449
C 2.381 -1.722 -3.697
C 3.164 2.885 -4.109
H 3.093 2.959 -1.625
H 4.695 3.413 -1.992
H 4.455 1.908 -1.025
H 5.660 2.435 -4.083
H 5.858 0.964 -3.057
H 6.284 0.094 -5.115
H 5.080 0.859 -5.944
H 4.887 -1.292 -3.757
H 4.494 -1.414 -5.435
H 2.316 -0.728 -6.256
H 1.059 -0.115 -5.226
H 2.333 0.921 -5.954
H 2.351 -2.442 -4.515
H 2.797 -2.158 -2.789
H 1.325 -1.794 -3.439
H 3.596 3.867 -3.913
H 2.131 3.125 -3.854
H 3.225 2.448 -5.105
H 1.303 1.223 -3.275
C -1.001 -4.660 1.658
C -0.586 -6.115 1.370
O -1.711 -6.985 1.684
O -2.265 -4.292 1.178
H -0.138 -4.016 1.487
H -1.171 -4.616 2.734
H 0.376 -6.503 1.706
H -0.361 -5.998 0.310
H -2.290 -7.064 0.922
H -2.071 -3.789 0.383
C -1.116 3.263 -2.649
C -2.632 3.206 -2.582
O -3.078 1.967 -2.091
O -0.381 2.523 -3.545
H -0.751 3.008 -1.654
H -0.818 4.294 -2.838
H -3.104 3.222 -3.564
H -3.026 4.043 -2.005
H -3.928 2.030 -1.648
H -0.241 3.030 -4.347
C -5.754 -3.951 -1.631
O -5.608 -4.649 -2.661
N -6.753 -4.016 -0.789
N -4.808 -3.113 -1.247
H -6.692 -3.640 0.146
H -7.571 -4.492 -1.140
H -5.175 -2.600 -0.458
H -3.946 -2.924 -1.737
C -6.143 -1.535 2.436
O -5.790 -2.136 1.454
N -5.433 -1.573 3.555
N -7.167 -0.760 2.526
H -4.562 -2.053 3.377
H -5.733 -1.271 4.470
H -7.560 -0.627 1.605
H -7.478 -0.486 3.447
C -1.438 -1.202 -0.230
O -1.387 -2.379 -0.608
N -2.449 -0.705 0.408
N -0.617 -0.227 -0.516
H -3.107 -1.286 0.910
H -2.431 0.291 0.570
H 0.198 -0.439 -1.074
H -0.739 0.728 -0.210
C -3.484 1.331 3.890
O -4.651 1.153 4.071
N -2.636 0.422 3.560
N -2.862 2.424 3.938
H -2.926 -0.531 3.398
H -1.642 0.569 3.660
H -1.937 2.339 3.540
H -3.390 3.198 4.317
```

Properties
* net charge: +1
* 2S+1: 2
* LUMO (alpha / beta): -0.082 / -0.293 Eh
* HOMO level (alpha / beta): -0.374 / -0.374 Eh

Q: Which electronic energy values were calculated for the entries above? A: -42781.076 -117279.184 -108125.966 -63397.093, in eV.